Entry from the Open Molecules 2025 dataset: a molecular structure, C24H16BrIN3Pt in a non-equilibrium geometry (ωB97M-V with the def2-TZVPD basis set).

Net charge   +3
Highest occupied orbital energy (spin up / spin down)   -16.9 / -16.9 eV
Calculated total energy   -110980.4782 eV
Kohn-Sham gap (spin up / spin down)   4.06 / 4.06 eV
LUMO energy (spin up / spin down)   -12.8299 / -12.8319 eV
Strongest force on any atom   1.279 eV/A
ΔE to the lowest compared entry with this formula, charge and spin   0.00 kJ/mol

Last column: natural (NBO) charge in e.
Positions of all 46 atoms, in Å:
Pt (0.14376, -0.50736, -0.92446)  0.8119
C (4.44646, -0.89148, -1.51544)  -0.2309
C (3.09229, -0.69310, -1.78263)  0.1399
N (2.14756, -0.83493, -0.86097)  -0.4754
C (2.49901, -1.23478, 0.40340)  0.2925
C (3.84717, -1.40815, 0.75153)  -0.1505
C (4.83412, -1.21856, -0.24225)  -0.0226
C (4.15611, -1.77729, 2.08148)  0.0261
C (3.15837, -1.98127, 3.01634)  -0.2097
C (1.82202, -1.86887, 2.66445)  -0.0603
C (1.43813, -1.54123, 1.35527)  0.0651
N (0.16031, -1.43911, 0.83367)  -0.2759
C (-1.06134, -1.72856, 1.31782)  0.0805
C (-1.41254, -2.16515, 2.62525)  -0.0455
C (-2.71792, -2.44102, 2.95983)  -0.2201
C (-3.73355, -2.31476, 2.01315)  0.0770
C (-3.46660, -1.88491, 0.69644)  -0.1636
C (-4.47218, -1.79388, -0.29332)  -0.0274
C (-4.12714, -1.39679, -1.56163)  -0.2255
C (-2.80274, -1.05174, -1.82051)  0.1566
N (-1.84657, -1.10678, -0.89941)  -0.4953
C (-2.14603, -1.54895, 0.35014)  0.3070
H (5.16602, -0.76804, -2.31225)  0.2818
H (2.76230, -0.42220, -2.77554)  0.2372
H (5.87991, -1.35216, 0.00589)  0.2686
H (5.19367, -1.88824, 2.37343)  0.2677
H (3.42316, -2.23733, 4.03262)  0.2779
H (1.10212, -2.02789, 3.44625)  0.2368
H (-0.67307, -2.29636, 3.39351)  0.2410
H (-2.96253, -2.76901, 3.96073)  0.2814
H (-4.75354, -2.55147, 2.29477)  0.2671
H (-5.49514, -2.05166, -0.04732)  0.2701
H (-4.85935, -1.33336, -2.35363)  0.2840
H (-2.49470, -0.71390, -2.80221)  0.2495
Br (-2.19979, 2.10294, -0.30537)  0.0533
C (-1.22001, 3.49656, -1.11560)  -0.0102
C (-1.55158, 4.80504, -0.79427)  -0.2408
C (-0.85173, 5.85417, -1.37028)  -0.1439
C (0.18477, 5.60847, -2.26012)  -0.1637
C (0.53162, 4.30451, -2.58204)  -0.2240
C (-0.18628, 3.26283, -2.00591)  -0.2242
I (0.46160, 1.38697, -2.74390)  0.4153
H (-2.36005, 5.00229, -0.10426)  0.2573
H (-1.12353, 6.86900, -1.11514)  0.2591
H (0.72788, 6.42812, -2.71013)  0.2597
H (1.33951, 4.11941, -3.27736)  0.2452